20
Properties=species:S:1:pos:R:3 method="wB97M-V/def2-TZVPD" e_tot_ha=-365.0663 homo_energy_ev="-14.4 / -14.4" charge=+1 gap_ha="0.4112 / 0.1845" fmax_ev_per_a=4.872 spin_multiplicity=2 de_lowest_kcal_mol=50.6
C 0.515 -0.255 -1.462
C -0.814 -0.522 -0.785
C -1.295 0.572 0.170
C -1.323 2.005 -0.435
O -0.506 0.569 1.349
N -0.782 -1.920 -0.299
H 0.497 0.370 -2.327
H 0.988 -1.176 -1.813
H 1.255 0.211 -0.792
H -1.510 -0.534 -1.640
H -2.304 0.356 0.546
H -0.299 2.311 -0.719
H -1.573 2.783 0.283
H -2.012 2.127 -1.251
H 0.417 0.646 1.036
H -1.735 -2.267 -0.352
H -0.544 -1.925 0.695
H 4.026 -1.323 3.202
H 3.760 -0.777 1.961
O 3.240 -1.251 2.633



21
Properties=species:S:1:pos:R:3 method="wB97M-V/def2-TZVPD" e_tot_ha=-440.5995 homo_energy_ev="-3.7 / -3.7" charge=-1 gap_ha="0.2652 / 0.1941" fmax_ev_per_a=2.361 spin_multiplicity=2 de_lowest_kcal_mol=45.4
C -2.262 0.872 -0.095
N -0.926 1.162 -0.515
C 0.087 0.936 0.475
C 0.269 -0.593 0.783
C -1.738 -1.438 -2.512
O -2.522 0.147 0.856
H -3.035 1.366 -0.698
H 1.064 1.235 0.063
H -0.020 1.422 1.443
H 0.664 -1.087 -0.119
H -0.646 -1.123 1.029
H 1.030 -0.734 1.517
H -1.691 -0.375 -2.290
H -2.110 -1.648 -3.521
H -0.642 -1.620 -2.158
H -2.414 -1.985 -1.874
H 2.917 1.906 2.743
O 2.322 1.226 2.449
H 2.638 0.725 1.582
H 3.955 -0.117 0.256
O 3.062 -0.276 0.586



21
Properties=species:S:1:pos:R:3 method="wB97M-V/def2-TZVPD" e_tot_ha=-440.5815 homo_energy_ev=-9.2 gap_ha=0.3610 fmax_ev_per_a=4.643 de_lowest_kcal_mol=83.9
N -1.205 0.602 0.878
C -0.764 -0.076 -0.410
C -0.712 0.841 -1.636
O -1.919 0.629 -2.345
C 0.664 -0.598 -0.212
C 0.801 -2.047 0.374
O 2.033 -2.069 1.080
H -0.365 0.857 1.372
H -1.860 1.347 0.624
H -1.271 -1.096 -0.342
H -0.007 0.549 -2.437
H -0.432 1.910 -1.537
H -2.700 0.615 -1.791
H 1.456 0.123 0.008
H 0.873 -0.859 -1.331
H 0.833 -2.909 -0.356
H -0.016 -2.323 1.046
H 2.703 -2.362 0.398
O 0.311 2.515 2.294
H 0.714 2.372 1.422
H 0.863 1.982 2.900



21
Properties=species:S:1:pos:R:3 method="wB97M-V/def2-TZVPD" e_tot_ha=-440.5626 homo_energy_ev=-9.2 gap_ha=0.3457 fmax_ev_per_a=4.341 de_lowest_kcal_mol=95.7
C 0.722 -0.087 -0.513
N -0.657 0.109 0.101
C -0.430 1.010 1.245
C -1.282 -1.123 0.495
C -2.495 -1.256 -0.388
O -3.019 -2.321 -0.575
H 1.443 -0.384 0.178
H 0.608 -0.938 -1.352
H 1.123 0.934 -0.786
H 0.395 1.760 0.853
H 0.046 0.572 2.106
H -1.402 1.708 1.447
H -1.577 -1.159 1.705
H -0.876 -2.161 0.328
H -2.943 -0.260 -0.862
O 2.373 1.579 -2.670
H 1.954 0.821 -3.017
H 2.771 1.273 -1.808
O 2.812 1.246 2.143
H 3.511 1.036 2.904
H 3.130 0.736 1.377



21
Properties=species:S:1:pos:R:3 method="wB97M-V/def2-TZVPD" e_tot_ha=-440.6486 homo_energy_ev=-9.5 gap_ha=0.3698 fmax_ev_per_a=1.089 de_lowest_kcal_mol=41.8
C -0.260 1.893 0.115
N -0.931 0.851 0.873
C -1.926 0.103 0.136
C -1.357 -0.713 -1.017
C -2.370 -1.700 -1.496
O -2.385 -2.189 -2.593
H 0.325 1.460 -0.691
H 0.354 2.485 0.782
H -0.983 2.552 -0.401
H -1.312 1.205 1.735
H -2.777 0.707 -0.210
H -2.363 -0.614 0.836
H -0.993 -0.188 -1.889
H -0.533 -1.321 -0.624
H -3.156 -1.978 -0.778
O 4.459 -1.530 1.639
H 4.096 -2.383 1.904
H 3.822 -1.090 1.059
O 2.947 0.570 0.441
H 2.050 0.905 0.543
H 3.291 0.974 -0.365



21
Properties=species:S:1:pos:R:3 method="wB97M-V/def2-TZVPD" e_tot_ha=-440.5633 homo_energy_ev=-9.1 gap_ha=0.3543 fmax_ev_per_a=7.470 de_lowest_kcal_mol=95.3
C -0.916 1.534 1.305
N -1.245 0.139 0.784
C 0.047 -0.528 0.771
C -1.861 0.055 -0.516
C -1.949 -1.326 -1.022
O -2.152 -1.299 -2.202
H -1.703 1.783 2.034
H -0.066 1.326 2.047
H -0.655 2.280 0.507
H 0.339 -0.584 1.963
H 0.917 0.165 0.451
H 0.090 -1.510 0.200
H -1.360 0.619 -1.277
H -3.039 0.316 -0.363
H -1.953 -2.211 -0.332
O 2.914 2.208 -0.704
H 2.428 2.993 -1.200
H 2.342 1.543 -0.750
O 2.510 -2.227 -0.806
H 2.109 -2.423 0.036
H 3.203 -2.852 -0.924



21
Properties=species:S:1:pos:R:3 method="wB97M-V/def2-TZVPD" e_tot_ha=-440.3863 homo_energy_ev=-7.5 gap_ha=0.1395 fmax_ev_per_a=7.569 de_lowest_kcal_mol=206.4
C -2.191 0.305 -0.444
N -1.016 -0.289 -0.882
C -0.364 -1.202 0.117
C -0.154 0.483 -1.810
C 0.077 1.891 -1.612
O 0.818 2.382 -0.431
H -2.503 0.960 -1.355
H -3.048 -0.390 -0.058
H -1.772 1.148 0.171
H -0.981 -2.065 0.679
H 0.040 -0.534 0.943
H 0.538 -1.717 -0.357
H 0.240 0.025 -2.636
H -0.874 2.370 -1.612
H 0.610 2.202 -2.462
H 1.455 1.648 -0.271
H 0.631 -2.475 3.495
O 0.894 -2.159 2.520
H 1.768 -1.293 2.391
H 3.248 -0.910 1.526
O 2.585 -0.380 2.089



21
Properties=species:S:1:pos:R:3 method="wB97M-V/def2-TZVPD" e_tot_ha=-440.1566 homo_energy_ev="-15.3 / -15.2" charge=+1 gap_ha="0.2788 / 0.2931" fmax_ev_per_a=3.008 spin_multiplicity=2 de_lowest_kcal_mol=146.5
C 1.483 -2.025 -0.746
N 1.181 -1.060 0.419
C 0.963 0.296 0.011
C -0.099 0.585 -1.086
C -0.393 2.072 -1.232
O 0.324 -2.331 -1.189
H 2.107 -1.435 -1.429
H 0.250 -1.361 0.778
H 1.938 0.778 -0.111
H 0.539 0.777 0.898
H -1.365 0.684 1.591
H -0.990 0.040 -0.764
H -1.415 2.235 -1.558
H -0.396 2.455 -0.208
H 0.314 2.461 -1.941
H -1.916 2.627 2.217
H 2.060 -2.893 -0.387
O -1.431 2.149 1.499
H -1.949 -0.569 2.361
H 0.120 0.011 -1.997
O -1.298 -0.287 1.705



20
Properties=species:S:1:pos:R:3 method="wB97M-V/def2-TZVPD" e_tot_ha=-688.3600 homo_energy_ev=-8.8 gap_ha=0.3565 fmax_ev_per_a=1.990 de_lowest_kcal_mol=18.0
C 0.838 -2.238 1.676
N -0.078 -1.233 1.165
C 0.585 -0.066 0.559
C -0.434 0.841 -0.135
C -0.582 0.457 -1.585
S 0.866 0.771 -2.640
H 1.488 -1.755 2.407
H 1.423 -2.716 0.880
H 0.282 -3.013 2.203
H -0.832 -1.603 0.605
H 1.499 -0.359 0.030
H 1.061 0.424 1.432
H -0.101 1.864 0.065
H -1.353 0.827 0.449
H -1.452 0.863 -2.107
H -0.749 -0.616 -1.733
H 1.030 2.077 -2.427
O -1.833 0.630 2.815
H -1.914 0.489 3.769
H -1.269 -0.140 2.598



20
Properties=species:S:1:pos:R:3 method="wB97M-V/def2-TZVPD" e_tot_ha=-688.3825 homo_energy_ev=-8.9 gap_ha=0.3592 fmax_ev_per_a=1.165 de_lowest_kcal_mol=3.9
C -1.815 -0.016 -1.451
C -0.716 -0.107 -0.390
N -0.049 -1.405 -0.421
C 0.327 0.984 -0.680
C 1.433 1.186 0.339
S 0.820 1.880 1.907
H -1.462 0.070 -2.483
H -2.384 0.903 -1.290
H -2.485 -0.877 -1.408
H -1.191 0.062 0.577
H -0.605 -2.233 -0.246
H 0.488 -1.548 -1.262
H 0.817 0.652 -1.610
H -0.127 1.932 -0.974
H 2.042 0.287 0.426
H 2.144 1.924 -0.044
H 0.069 0.789 2.295
O 0.623 -1.512 2.504
H 0.513 -1.422 1.542
H 1.556 -1.547 2.670



21
Properties=species:S:1:pos:R:3 method="wB97M-V/def2-TZVPD" e_tot_ha=-1086.5181 homo_energy_ev=-8.7 gap_ha=0.3388 fmax_ev_per_a=4.164 de_lowest_kcal_mol=39.6
C 0.896 -2.555 -1.016
N 0.143 -1.589 -0.230
C 0.721 -0.229 -0.190
C -0.268 0.956 0.084
C -1.071 0.687 1.336
S -0.363 0.140 2.872
S 0.447 1.669 3.750
H 1.981 -2.502 -0.798
H 0.750 -2.309 -2.077
H 0.437 -3.506 -0.798
H -0.103 -1.830 0.720
H 1.042 -0.187 -1.237
H 1.556 -0.196 0.532
H 0.494 1.749 -0.016
H -0.931 1.167 -0.783
H -1.516 1.687 1.603
H -2.037 0.219 1.080
H 1.743 1.779 3.349
O -1.654 1.756 -2.823
H -0.950 2.231 -2.395
H -1.316 0.864 -2.961



21
Properties=species:S:1:pos:R:3 method="wB97M-V/def2-TZVPD" e_tot_ha=-1086.5323 homo_energy_ev=-8.0 gap_ha=0.3124 fmax_ev_per_a=2.384 de_lowest_kcal_mol=30.7
C 0.955 1.328 -1.397
C 0.680 0.174 -0.464
N 0.481 0.551 0.939
C 0.759 -0.528 1.905
C -0.325 -1.643 1.833
S -2.007 -1.232 2.171
S -2.587 0.460 1.027
H 0.071 1.950 -1.602
H 1.218 0.805 -2.320
H 1.699 2.078 -1.155
H 1.416 -0.647 -0.534
H -0.299 -0.250 -0.732
H 0.973 1.392 1.199
H 1.770 -0.902 1.735
H 0.714 -0.074 2.898
H -0.258 -2.010 0.808
H -0.028 -2.289 2.661
H -1.299 0.916 0.983
O -1.157 0.146 -3.690
H -1.251 0.496 -2.789
H -1.525 -0.721 -3.475